(i)
Formula: C3H6OS2
Source: the Open Molecules 2025 dataset
Level of theory: wB97M-V/def2-TZVPD

Last column: Mulliken charge in e.
Positions of all 12 atoms, in Å:
S (0.0155, 2.9993, 0.0899)  -0.23
S (0.2554, 0.2351, -2.3051)  -0.16
O (-0.1914, -2.2566, 1.9356)  -0.46
C (-0.2169, -1.1925, 1.3689)  -0.04
C (-0.2148, 0.3053, -0.6604)  -0.34
C (0.4166, -0.9603, 0.0180)  -0.50
H (0.4607, 2.6207, -1.1128)  0.19
H (-0.0060, 1.1421, 0.1722)  0.11
H (1.4914, -0.8843, 0.1229)  0.32
H (-1.2971, 0.2870, -0.7600)  0.38
H (-0.9821, -0.4741, 1.7415)  0.33
H (0.2685, -1.8219, -0.6106)  0.38

As for the HOMO-LUMO gap: 5.65 eV. Its LUMO energy is -3.5748 eV. As for the multiplicity: 1. For the HOMO energy, the calculation gives -9.22 eV.

=====

(ii)
Formula: C3H6OS2
Source: the Open Molecules 2025 dataset
Level of theory: wB97M-V/def2-TZVPD

Last column: Mulliken charge in e.
Positions of all 12 atoms, in Å:
S (3.2213, 0.4154, -0.4102)  -0.27
S (2.0367, -0.8004, 0.3529)  0.19
O (0.5999, -0.1442, 1.1023)  -0.38
C (-0.7504, -0.1901, -0.9992)  -0.53
C (-1.6875, 0.1203, 0.1417)  -0.45
C (-0.2173, 0.5042, 0.2648)  -0.16
H (-0.5488, 0.4398, -1.9461)  0.23
H (2.5592, -0.8256, 1.7090)  0.20
H (0.0888, 1.5039, 0.1613)  0.47
H (-2.4325, 1.0651, 0.1069)  0.21
H (-2.0653, -0.8165, 0.6563)  0.25
H (-0.8039, -1.2719, -1.1398)  0.25

As for the HOMO-LUMO gap: 8.90 eV. Its LUMO energy is 0.1384 eV. As for the multiplicity: 1. For the HOMO energy, the calculation gives -8.76 eV.

=====

Of them, the most stable is (ii) and the least stable is (i).

=====

(i)
Formula: C3H6OS2
Source: the Open Molecules 2025 dataset
Level of theory: wB97M-V/def2-TZVPD

Last column: Mulliken charge in e.
Positions of all 12 atoms, in Å:
S (-1.6143, 1.3895, 0.6567)  -0.22
S (-1.3193, -1.6604, 0.5360)  -0.15
O (-0.5423, 0.0163, -1.4284)  -0.48
C (2.0156, -0.0731, -0.1783)  -0.76
C (0.9054, -0.0784, 0.5360)  -0.54
C (-0.5121, -0.1119, -0.0695)  0.62
H (0.6973, 0.1093, 1.5336)  0.41
H (-1.5205, 0.2168, -1.7630)  0.35
H (2.0213, -0.2514, -1.2772)  0.23
H (2.9846, 0.0673, 0.2755)  0.28
H (-0.8994, 2.0235, 1.6349)  0.13
H (-2.2165, -1.6475, -0.4564)  0.12

The SMILES is C=CC(O)(S)S. As for the HOMO-LUMO gap: 9.27 eV. Its LUMO energy is 0.4630 eV. As for the multiplicity: 1. For the HOMO energy, the calculation gives -8.81 eV.

=====

(ii)
Formula: C3H6OS2
Source: the Open Molecules 2025 dataset
Level of theory: wB97M-V/def2-TZVPD

Last column: Mulliken charge in e.
Positions of all 12 atoms, in Å:
S (-0.0078, -1.3200, -0.7287)  -0.01
S (2.7805, -0.8847, -0.1588)  -0.23
O (0.3883, 1.3591, -1.0167)  -0.52
C (-1.6937, -0.7867, 0.2278)  -0.62
C (0.7955, 0.8419, 0.4215)  -0.36
C (1.3073, -0.4653, 0.0889)  0.25
H (-1.5635, 0.3970, 0.2709)  0.16
H (-2.3659, -1.3796, -0.5238)  0.31
H (-1.9436, -1.2601, 1.3437)  0.25
H (-0.1710, 1.0015, 0.9759)  0.16
H (1.0015, 1.1402, -1.9188)  0.35
H (1.4725, 1.3568, 1.0181)  0.28

The SMILES is CSC(=S)CO. As for the HOMO-LUMO gap: 8.20 eV. Its LUMO energy is -0.5183 eV. As for the multiplicity: 1. For the HOMO energy, the calculation gives -8.72 eV.

=====

Of them, the most stable is (i) and the least stable is (ii).

=====

(i)
Formula: C3H3NO4
Source: the Open Molecules 2025 dataset
Level of theory: wB97M-V/def2-TZVPD

Last column: Mulliken charge in e.
Positions of all 11 atoms, in Å:
O (-1.0492, -1.9990, 0.6404)  -0.45
O (-0.0749, -1.8310, -2.1028)  -0.49
O (-0.9479, 0.2586, 1.3395)  -0.32
O (0.2217, 1.2065, -0.1965)  -0.33
N (0.0459, -0.1644, -0.4916)  0.26
C (-0.6214, -0.8711, 0.5981)  0.48
C (0.3450, -0.6439, -1.8663)  0.13
C (0.1325, 1.1647, 1.1825)  -0.10
H (0.7622, 0.1702, -2.5469)  0.32
H (0.1116, 2.1570, 1.8035)  0.27
H (1.0746, 0.5523, 1.6401)  0.25

The SMILES is O=CN1OCOC1=O. As for the HOMO-LUMO gap: 10.33 eV. Its LUMO energy is 0.1239 eV. As for the multiplicity: 1. For the HOMO energy, the calculation gives -10.20 eV.

=====

(ii)
Formula: C3H3NO4
Source: the Open Molecules 2025 dataset
Level of theory: wB97M-V/def2-TZVPD

Last column: Mulliken charge in e.
Positions of all 11 atoms, in Å:
O (-2.3082, -0.3823, -0.1564)  -0.47
O (2.1914, -0.5009, -0.1885)  -0.32
O (-0.0406, 1.4593, 1.0222)  -0.46
O (-0.0178, 0.5044, -1.0000)  -0.27
N (1.0543, -1.1180, 0.3617)  -0.40
C (-1.3404, -1.0227, 0.2366)  0.02
C (0.0601, 1.5417, -0.1674)  0.20
C (-0.0104, -0.6730, -0.1836)  0.69
H (-1.3309, -1.8371, 1.0054)  0.32
H (0.2854, 2.4596, -0.7844)  0.34
H (2.8119, -0.5167, 0.5159)  0.35

The SMILES is O=CO/C(C=O)=N\O. As for the HOMO-LUMO gap: 10.13 eV. Its LUMO energy is -0.7030 eV. As for the multiplicity: 1. For the HOMO energy, the calculation gives -10.83 eV.

=====

Of them, the most stable is (ii) and the least stable is (i).

=====

(i)
Formula: C3H3NO4
Source: the Open Molecules 2025 dataset
Level of theory: wB97M-V/def2-TZVPD

Last column: Mulliken charge in e.
Positions of all 11 atoms, in Å:
O (-0.8917, -2.2146, 0.0893)  -0.60
O (0.9734, 0.6205, 0.1627)  -0.32
O (-0.2784, 2.4049, -0.4987)  -0.48
O (1.5802, -1.3424, 1.1158)  -0.36
N (0.9402, -0.7759, 0.0652)  0.23
C (-0.2010, 1.0833, -0.3483)  0.58
C (-1.0559, 0.0777, -0.6594)  -0.68
C (-0.4557, -1.1068, -0.2065)  0.53
H (0.6371, 2.8149, -0.3877)  0.38
H (0.8256, -1.7412, 1.7111)  0.35
H (-2.0737, 0.1798, -1.0436)  0.37

The SMILES is O=c1cc(O)on1O. As for the HOMO-LUMO gap: 9.97 eV. Its LUMO energy is 0.2934 eV. As for the multiplicity: 1. For the HOMO energy, the calculation gives -9.67 eV.

=====

(ii)
Formula: C3H3NO4
Source: the Open Molecules 2025 dataset
Level of theory: wB97M-V/def2-TZVPD

Last column: Mulliken charge in e.
Positions of all 11 atoms, in Å:
O (0.4696, -1.1304, 0.0796)  -0.33
O (2.4742, -0.1464, 0.0220)  -0.48
O (-1.9645, 1.3010, 0.0683)  -0.50
O (-1.9079, -1.5095, -0.0268)  -0.37
N (-0.8229, -0.6930, -0.4196)  0.16
C (1.1462, 0.0794, 0.0433)  0.57
C (0.4505, 1.1903, -0.1073)  -0.53
C (-0.9244, 0.7809, -0.0674)  0.46
H (0.8550, 2.2554, -0.2015)  0.31
H (-2.4313, -1.0672, 0.7910)  0.35
H (2.6556, -1.0603, -0.1815)  0.35

The SMILES is O=c1cc(O)on1O. As for the HOMO-LUMO gap: 10.32 eV. Its LUMO energy is 0.4925 eV. As for the multiplicity: 1. For the HOMO energy, the calculation gives -9.83 eV.

=====

Of them, the most stable is (i) and the least stable is (ii).

=====

(i)
Formula: C4H10S
Source: the Open Molecules 2025 dataset
Level of theory: wB97M-V/def2-TZVPD

Last column: Mulliken charge in e.
Positions of all 15 atoms, in Å:
S (2.1230, -0.8419, -0.1510)  -0.10
C (0.2285, -0.9257, 0.2094)  -0.57
C (-2.2390, -0.1225, 0.0627)  -1.27
C (-0.7802, -0.0407, -0.4589)  -0.19
C (2.3829, 0.8055, 0.0416)  -0.85
H (-2.8916, 0.6926, -0.4791)  0.30
H (-0.5551, 0.9858, -0.3123)  0.24
H (3.4385, 1.0103, -0.3550)  0.27
H (-0.1035, -0.7789, 1.2611)  0.35
H (-0.7952, -0.3176, -1.5544)  0.25
H (2.3564, 0.9390, 1.0857)  0.30
H (0.2679, -1.9919, -0.1330)  0.25
H (-2.3780, 0.1694, 1.0988)  0.38
H (1.6776, 1.5299, -0.2396)  0.34
H (-2.7323, -1.1133, -0.0761)  0.31

The SMILES is CCCSC. As for the HOMO-LUMO gap: 9.44 eV. Its LUMO energy is 1.0644 eV. As for the multiplicity: 1. For the HOMO energy, the calculation gives -8.38 eV.

=====

(ii)
Formula: C4H10S
Source: the Open Molecules 2025 dataset
Level of theory: wB97M-V/def2-TZVPD

Last column: Mulliken charge in e.
Positions of all 15 atoms, in Å:
S (0.5617, -0.7987, 1.3438)  -0.55
C (0.1625, -2.4814, 1.9178)  -0.70
C (-0.7261, 0.6934, -1.2648)  -0.02
C (0.5878, 0.7300, -1.6626)  -0.34
C (-0.1034, 1.8478, -0.3311)  -0.81
H (-1.1576, -0.2476, -0.6694)  0.09
H (-0.9563, -2.6675, 1.6564)  0.17
H (-1.5399, 1.1107, -1.7346)  0.34
H (0.1540, -2.5338, 3.0611)  0.20
H (0.8946, -3.2890, 1.5305)  0.20
H (1.2961, 0.0077, -1.2394)  0.28
H (0.4717, 1.4533, 0.4860)  0.17
H (0.6975, 1.0726, -2.7208)  0.28
H (0.6531, 2.6872, -0.6304)  0.38
H (-0.9958, 2.4155, 0.2576)  0.30

As for the HOMO-LUMO gap: 4.36 eV. Its LUMO energy is -1.8196 eV. As for the multiplicity: 1. For the HOMO energy, the calculation gives -6.18 eV.

=====

Of them, the most stable is (i) and the least stable is (ii).

=====

(i)
Formula: C2H6S
Source: the Open Molecules 2025 dataset
Level of theory: wB97M-V/def2-TZVPD

Last column: Mulliken charge in e.
Positions of all 9 atoms, in Å:
S (-1.1174, 2.0050, 1.1903)  -0.32
C (0.9741, -0.6898, -0.9713)  -0.36
C (-0.2318, -1.1314, -0.6737)  -0.33
H (1.7025, -1.3747, -1.3895)  0.20
H (1.3078, 0.3347, -0.8542)  0.19
H (-1.2669, 1.9392, 2.5053)  0.15
H (-1.0070, -0.5133, -0.2416)  0.11
H (0.1490, 1.5945, 1.2693)  0.15
H (-0.5103, -2.1641, -0.8346)  0.21

The SMILES is C=C.S. As for the HOMO-LUMO gap: 10.77 eV. Its LUMO energy is 0.9446 eV. As for the multiplicity: 1. For the HOMO energy, the calculation gives -9.82 eV.

=====

(ii)
Formula: C2H6S
Source: the Open Molecules 2025 dataset
Level of theory: wB97M-V/def2-TZVPD

Last column: Mulliken charge in e.
Positions of all 9 atoms, in Å:
S (0.4143, 1.1585, -0.2573)  -0.06
C (0.5061, -0.5173, -1.2916)  -0.74
C (-0.4898, 0.4825, 1.1943)  -0.78
H (1.1176, -1.1724, -0.6432)  0.26
H (-1.3944, -0.2667, 0.9951)  0.23
H (-0.8300, 1.3800, 1.8184)  0.26
H (0.1175, -0.0387, 1.8728)  0.31
H (1.1207, -0.1959, -2.1831)  0.27
H (-0.5621, -0.8301, -1.5055)  0.25

The SMILES is CSC. As for the HOMO-LUMO gap: 9.72 eV. Its LUMO energy is 1.0957 eV. As for the multiplicity: 1. For the HOMO energy, the calculation gives -8.62 eV.

=====

Of them, the most stable is (ii) and the least stable is (i).